The following is a quantum chemistry calculation of 2 unconnected molecules or ions with the total composition C4H14NOS in a non-equilibrium geometry, from the Open Molecules 2025 dataset.

E_HOMO: -12.42 eV
DFT total energy: -688.73826 a.u.
gap between HOMO and LUMO: 9.29 eV
E_LUMO: -3.13 eV
spin multiplicity: 1
relative energy (zero: lowest compared OMol25 entry of this formula, charge and spin): 15.34 kcal/mol
charge: +1

```
21
Properties=species:S:1:pos:R:3:forces:R:3:mulliken_charge:R:1
C -1.1040 -0.4333 -0.2443 -0.544 0.499 -0.056 -0.437
C -0.6631 -0.2623 1.2139 -1.146 1.217 0.393 -0.603
C 0.5506 0.6633 1.5168 0.270 -1.780 0.444 -0.760
S 1.9801 0.4521 0.4124 0.461 0.079 0.329 -0.066
C 3.0845 -0.5483 1.4540 0.244 -0.397 -0.302 -0.912
N -0.5794 0.6538 -1.1260 0.422 0.163 -1.681 -0.273
H -0.8343 -1.3983 -0.6567 0.235 0.095 -0.229 0.355
H -2.1769 -0.2855 -0.4047 0.042 -0.563 0.521 0.291
H -0.6456 -1.2343 1.7051 0.744 -0.111 -0.294 0.372
H -1.4929 0.2000 1.7716 0.012 0.076 -0.288 0.332
H 0.8962 0.2531 2.4676 0.128 0.487 0.123 0.377
H 0.3291 1.7135 1.6962 -0.234 -0.044 -0.353 0.433
H 4.0244 -0.6963 0.9181 -0.153 0.202 -0.163 0.363
H 2.6763 -1.5483 1.6089 -0.119 0.185 0.160 0.290
H 3.3390 -0.0615 2.3941 -0.285 0.099 -0.052 0.327
H -0.8325 1.5851 -0.8016 0.345 0.021 0.351 0.344
H 0.4247 0.5838 -1.3391 0.149 0.132 0.852 0.274
H -0.9779 0.6071 -2.0800 -0.646 -0.474 0.182 0.320
H -3.2197 0.3813 -3.1723 -0.285 0.003 -0.239 0.311
H -2.3803 -0.5184 -4.0883 -0.078 -0.547 -1.254 0.300
O -2.3983 -0.1064 -3.2455 0.437 0.659 1.559 -0.636
```
Forces are in eV/Å.

***

The following is a quantum chemistry calculation of a molecular structure, C40H47BrCl2HfN7O5S in a non-equilibrium geometry, from the Open Molecules 2025 dataset.

E_HOMO: -10.20 eV
DFT total energy: -6252.22356 a.u.
gap between HOMO and LUMO: 6.08 eV
E_LUMO: -4.12 eV
spin multiplicity: 1
relative energy (zero: lowest compared OMol25 entry of this formula, charge and spin): 12.08 kcal/mol
charge: +1

```
104
Properties=species:S:1:pos:R:3:forces:R:3:mulliken_charge:R:1
Hf -0.7579 -0.3882 -2.1978 -0.340 -0.344 0.200 1.466
Br 5.1876 3.7088 -0.0325 0.032 0.031 0.007 -0.094
C 4.0344 2.2952 -0.5022 -0.024 -0.031 0.026 -0.334
C 4.5595 1.1600 -1.1031 0.009 -0.023 0.006 -1.250
C 3.7126 0.1207 -1.4505 0.083 0.081 0.041 -0.544
C 2.3556 0.2320 -1.1828 -0.198 -0.217 -0.168 0.086
C 1.8327 1.3719 -0.5976 0.032 0.200 0.034 -0.497
C 2.6770 2.4120 -0.2458 -0.014 -0.081 -0.018 -0.852
N 1.4465 -0.8223 -1.5376 -0.058 0.289 0.120 1.255
C 1.8103 -2.0299 -1.3504 0.004 -0.078 0.044 -0.025
C 0.9317 -3.1402 -1.7130 0.092 0.191 0.076 -0.358
C 1.3455 -4.4499 -1.6074 -0.099 -0.092 -0.006 -0.973
C 0.4425 -5.4531 -1.9435 0.115 -0.017 0.041 -0.643
C -0.8283 -5.0957 -2.3367 -0.145 0.014 -0.019 -1.004
C -1.1638 -3.7503 -2.4133 0.060 -0.023 0.068 -0.588
N -0.2969 -2.7835 -2.1237 0.079 0.147 -0.191 0.773
H 5.6168 1.0994 -1.3236 -0.020 -0.001 0.004 0.627
H 4.1116 -0.7358 -1.9802 -0.043 -0.004 0.016 0.665
H 0.7792 1.4545 -0.3543 0.012 -0.068 -0.040 0.691
H 2.2820 3.2909 0.2437 0.018 0.005 -0.006 0.556
H 2.7604 -2.2618 -0.8751 0.089 0.038 -0.111 0.581
H 2.3495 -4.6783 -1.2773 -0.002 0.001 -0.006 0.603
H 0.7353 -6.4928 -1.8966 -0.007 0.006 0.001 0.474
H -1.5675 -5.8380 -2.6018 0.025 -0.005 0.006 0.501
H -2.1551 -3.4365 -2.7085 -0.009 -0.010 -0.008 0.611
O -2.1057 -2.8199 0.6006 -0.016 -0.001 0.027 -0.648
Cl -2.2542 -1.5015 0.1292 0.670 0.323 -0.944 1.873
O -2.7116 -1.4945 -1.2974 0.001 -0.001 0.513 -0.699
O -3.0748 -0.6899 0.9310 -0.038 -0.002 0.021 -0.580
O -0.8808 -0.8684 -0.0323 -0.519 -0.182 0.235 -0.508
N 0.5913 -4.5448 -5.2568 -0.149 0.146 -0.073 -0.531
C -0.2149 -3.7320 -5.4153 0.164 -0.066 0.099 0.608
N -1.1492 -2.8047 -5.5920 -0.072 -0.027 -0.167 -0.757
C -1.4031 -1.9147 -4.7625 0.058 0.096 0.080 0.911
N -1.6840 -1.0436 -4.0037 0.025 -0.145 0.076 -0.616
C 1.0708 -0.3998 6.7197 0.084 0.022 -0.024 -0.910
C -0.4558 -0.5138 6.7297 -0.025 -0.053 0.058 -0.698
C -1.1536 -0.1105 5.4307 -0.022 0.040 -0.033 -0.499
C -1.0432 -1.1026 4.2793 0.084 -0.118 -0.006 -0.520
N 0.3236 -1.3968 3.8604 0.018 0.107 -0.070 -0.199
C 1.1025 -0.5634 3.1378 0.038 -0.082 0.051 0.269
S 0.5076 0.8184 2.3985 -0.031 0.043 0.146 -0.282
N 2.3995 -0.9548 3.0385 -0.048 0.025 -0.014 -0.108
C 3.4501 -0.1696 2.3966 -0.037 -0.112 0.028 0.404
C 4.0099 0.9324 3.2885 -0.009 0.038 -0.040 -0.416
C 4.7721 0.4121 4.5040 -0.065 -0.026 0.103 -0.215
C 6.0396 -0.3600 4.1542 0.074 -0.047 -0.042 -1.246
H 1.4669 -0.3413 7.7344 -0.035 -0.011 -0.007 0.490
H 1.3944 0.4985 6.1863 -0.027 -0.005 0.024 0.202
H 1.5607 -1.2523 6.2445 -0.039 0.007 -0.010 0.154
H -0.8385 0.1285 7.5258 0.002 0.027 -0.029 0.358
H -0.7552 -1.5303 7.0092 0.021 0.011 -0.005 0.273
H -0.7787 0.8589 5.0938 0.023 -0.001 0.006 0.188
H -2.2221 0.0216 5.6254 0.015 -0.003 0.006 0.494
H -1.5821 -0.7306 3.4099 -0.039 0.044 -0.008 -0.185
H -1.4874 -2.0609 4.5586 -0.002 0.019 0.021 0.575
H 0.7763 -2.1731 4.3141 -0.015 -0.021 0.008 0.362
H 2.7054 -1.6713 3.6790 0.017 -0.004 -0.030 0.364
H 3.0357 0.2502 1.4836 -0.042 0.046 0.016 -0.983
H 4.2308 -0.8768 2.1060 0.028 0.048 0.000 0.510
H 3.1733 1.5605 3.6026 0.009 0.009 0.009 0.225
H 4.6667 1.5678 2.6839 0.019 -0.045 0.001 0.317
H 4.1062 -0.2163 5.1076 0.027 0.007 0.000 0.012
H 5.0284 1.2541 5.1503 0.010 0.035 -0.056 0.411
H 5.8257 -1.3279 3.6939 -0.019 0.031 -0.007 0.290
H 6.6439 -0.5583 5.0400 -0.038 0.008 0.001 0.401
H 6.6597 0.2037 3.4521 -0.016 0.009 0.033 0.280
C -8.1127 3.3085 0.1199 -0.009 0.011 -0.006 -1.508
C -6.8339 2.7630 -0.4406 -0.077 0.034 0.048 0.686
C -6.8278 2.0575 -1.6414 0.066 -0.062 -0.029 -0.995
C -5.6578 1.5501 -2.1731 -0.144 0.053 0.020 0.998
C -5.7246 0.7932 -3.4749 0.012 -0.006 -0.044 -1.760
C -4.4521 1.7557 -1.4551 0.400 0.234 0.098 0.572
C -3.2675 1.2147 -2.0166 -0.308 -0.247 -0.041 0.003
O -2.1329 1.1459 -1.4799 0.154 -0.073 -0.310 -0.713
C -4.4361 2.4728 -0.2253 -0.062 -0.014 0.058 0.777
C -3.1842 2.7333 0.5612 0.020 0.052 -0.028 -1.167
C -5.6368 2.9611 0.2477 0.041 -0.024 -0.011 -1.177
H -8.9591 3.1089 -0.5338 0.013 -0.003 -0.001 0.366
H -8.0343 4.3871 0.2658 0.004 -0.010 0.001 0.360
H -8.3191 2.8660 1.0962 0.014 0.000 -0.008 0.343
H -7.7605 1.9011 -2.1694 0.005 0.008 0.015 0.318
H -6.7636 0.6681 -3.7713 0.007 0.013 -0.006 0.389
H -5.2836 -0.2022 -3.4037 -0.009 0.015 0.030 0.354
H -5.2177 1.3281 -4.2812 0.007 -0.003 0.027 0.362
H -3.3764 0.7587 -3.0044 -0.018 0.015 -0.045 0.513
H -2.4302 3.2380 -0.0453 -0.021 -0.005 -0.006 0.244
H -2.7287 1.8108 0.9212 -0.034 -0.019 -0.006 0.107
H -3.4157 3.3642 1.4171 0.013 -0.009 0.000 0.459
H -5.6478 3.5153 1.1794 -0.014 -0.009 -0.022 0.432
Cl 5.7179 0.5773 -5.1560 -0.040 0.013 0.013 -0.216
C 4.0507 0.8339 -4.7349 0.083 -0.033 -0.041 0.133
C 3.1276 -0.1747 -4.9506 -0.030 0.092 0.032 -1.097
C 1.8109 0.0314 -4.5594 0.016 -0.125 -0.109 0.345
C 1.3942 1.2157 -3.9496 -0.038 0.011 -0.001 -0.045
C -0.0050 1.3667 -3.4295 0.336 -0.211 0.109 -1.359
C 2.3468 2.2233 -3.7903 0.013 0.006 0.022 -0.158
C 3.6646 2.0416 -4.1750 -0.028 0.022 -0.017 -0.788
H 3.4320 -1.1009 -5.4208 -0.014 0.016 0.014 0.514
H 1.0965 -0.7637 -4.7632 -0.036 0.023 0.038 0.338
H -0.6985 1.3524 -4.2796 -0.115 0.048 0.066 0.853
H -0.1286 2.3320 -2.9345 0.018 0.021 0.031 0.523
H 2.0515 3.1657 -3.3431 0.010 -0.019 -0.003 0.423
H 4.3950 2.8279 -4.0341 -0.009 -0.012 -0.003 0.472
```
Forces are in eV/Å.

***

The following is a quantum chemistry calculation of a single C18H34O3 molecule, from the Open Molecules 2025 dataset.

E_HOMO: -9.21 eV
DFT total energy: -931.99682 a.u.
gap between HOMO and LUMO: 9.98 eV
E_LUMO: 0.77 eV
structure (SMILES): CCCCCCCC/C=C\CCCCCC[C@@H](O)C(=O)O
spin multiplicity: 1
relative energy (zero: lowest compared OMol25 entry of this formula, charge and spin): 19.62 kcal/mol
charge: 0

```
55
Properties=species:S:1:pos:R:3:forces:R:3:mulliken_charge:R:1
C -1.9913 -4.1125 -0.2665 0.171 -0.018 0.228 -1.210
H -2.6020 -3.2660 -0.5735 -0.117 0.079 -0.067 0.164
C -0.7154 -3.6308 0.4131 -0.080 0.066 -0.358 -0.585
C 0.1176 -2.7456 -0.5105 0.105 -0.108 0.505 -0.257
C 1.3974 -2.2497 0.1592 -0.140 0.129 -0.471 -0.946
C 2.1283 -1.2264 -0.7061 0.097 -0.175 0.438 0.147
C 3.4512 -0.7840 -0.0870 -0.037 0.071 -0.395 -0.655
C 4.1434 0.3323 -0.8720 0.021 0.015 0.353 -0.994
H 4.1039 0.1030 -1.9395 0.075 -0.006 -0.081 0.358
H 5.1963 0.3586 -0.5805 0.018 0.009 -0.104 0.402
C 3.5559 1.7269 -0.6239 0.085 -0.096 -0.165 -0.569
C 2.2079 1.9388 -1.2390 0.107 0.144 -0.002 -0.332
C 1.1506 2.4933 -0.6614 -0.165 0.118 -0.040 -0.329
C 1.0669 2.9911 0.7522 0.131 -0.172 0.175 -1.475
H 1.9958 3.4987 1.0228 -0.058 0.084 0.015 0.488
C 0.8151 1.8769 1.7795 -0.124 -0.009 -0.117 -0.813
C -0.4237 1.0255 1.5010 0.043 0.281 0.126 0.591
C -1.7172 1.8365 1.4365 0.005 -0.304 0.082 -0.750
C -2.9750 0.9732 1.5487 0.035 0.046 -0.128 -1.334
C -3.1409 -0.1048 0.4771 -0.199 0.324 -0.091 -0.099
H -3.9800 -0.7388 0.7680 0.042 -0.088 -0.056 0.466
H -2.2505 -0.7278 0.4072 0.025 -0.159 0.002 -0.235
C -3.4666 0.4466 -0.9281 0.151 -0.394 0.107 0.192
O -4.5274 1.3607 -0.9051 -0.029 0.173 0.040 -0.640
H -4.1789 2.2173 -1.1987 -0.016 -0.110 -0.034 0.391
C -2.2608 1.0799 -1.5922 -0.224 0.322 -0.201 0.411
O -2.2489 2.2242 -1.9733 0.036 0.112 -0.013 -0.666
O -1.2372 0.2456 -1.7403 0.269 -0.437 -0.051 -0.485
H -0.4772 0.6964 -2.1472 -0.228 0.114 0.101 0.347
H -3.7539 -0.4083 -1.5620 0.121 0.132 0.072 0.365
H -2.9668 0.4728 2.5203 -0.037 0.029 0.042 0.470
H -3.8543 1.6200 1.5180 -0.023 -0.063 0.087 0.331
H -1.7479 2.4169 0.5149 0.018 0.172 -0.001 0.288
H -1.7286 2.5479 2.2667 0.014 0.101 -0.031 0.487
H -0.2759 0.4831 0.5674 0.010 -0.143 -0.027 -0.564
H -0.5124 0.2860 2.3019 -0.012 -0.109 -0.024 0.592
H 0.7202 2.3378 2.7663 0.044 -0.042 0.064 0.462
H 1.6830 1.2146 1.8045 0.092 0.012 0.059 0.181
H 0.2619 3.7240 0.8187 0.044 0.079 0.013 0.386
H 0.2485 2.6318 -1.2439 -0.089 -0.013 -0.180 0.810
H 2.1490 1.6429 -2.2811 -0.122 -0.022 -0.146 0.389
H 4.2375 2.4597 -1.0715 0.005 0.026 0.087 0.335
H 3.5253 1.9168 0.4483 0.050 0.068 0.071 0.327
H 3.2774 -0.4481 0.9381 0.030 -0.013 0.113 0.249
H 4.1197 -1.6474 -0.0364 -0.009 -0.034 0.090 0.385
H 1.4870 -0.3548 -0.8398 -0.067 -0.050 -0.064 -0.497
H 2.3192 -1.6563 -1.6926 -0.009 0.024 -0.111 0.502
H 2.0557 -3.0984 0.3601 0.045 -0.042 0.096 0.636
H 1.1489 -1.7916 1.1197 0.012 0.006 0.112 0.259
H 0.3762 -3.3073 -1.4111 -0.016 0.002 -0.115 0.573
H -0.4820 -1.8880 -0.8227 -0.021 0.013 -0.065 -0.085
H -0.1202 -4.4928 0.7230 0.034 -0.002 0.102 0.501
H -0.9747 -3.0688 1.3136 0.054 0.001 0.089 0.298
H -1.7535 -4.7000 -1.1504 -0.031 -0.067 -0.122 0.344
H -2.5765 -4.7315 0.4095 -0.138 -0.074 -0.007 0.396
```
Forces are in eV/Å.